ORCA calculation (the ωB97M-V functional and the def2-TZVPD basis) on the molecule C2H6O2S in a non-equilibrium geometry.

Structure (XYZ):
```
11
Properties=species:S:1:pos:R:3:forces:R:3:nbo_charge:R:1
C 1.1601 -2.3916 0.2226 -1.414 1.230 0.999 -0.839
S 0.6541 -0.5844 -0.0480 2.249 -3.070 -2.782 1.670
O 1.8230 0.2981 0.0367 -1.034 -0.452 0.911 -0.925
O -0.7107 0.1853 0.4593 0.803 -2.177 0.152 -0.693
C -0.5749 1.5741 0.4940 1.761 -0.022 4.134 -0.274
H 0.2505 -3.1515 0.2130 1.605 1.872 0.149 0.209
H 1.7519 -2.4042 1.2197 -1.208 0.127 -1.414 0.206
H 0.5361 -0.6573 -1.5260 -0.832 0.023 2.303 0.052
H -1.1250 1.9162 -0.2538 -1.978 2.180 -3.389 0.181
H 0.4766 1.7729 0.5265 0.474 0.818 -0.749 0.222
H -0.9053 1.9940 1.4600 -0.425 -0.529 -0.312 0.191
```
Forces are in eV/Å.

The structure (SMILES) is C=[S@H](=O)OC. The gap between HOMO and LUMO comes out at 9.11 eV. The energy relative to the best compared isomer or geometry (same formula, charge and spin) comes out at 529.91 kJ/mol. The value obtained for the HOMO energy is -8.6 eV. Its charge is 0. The LUMO energy comes out at 0.473 eV.